{
  "formula": "C24H18N3O5PPd",
  "method": "ωB97M-V/def2-TZVPD",
  "e_above_lowest_ev": 1.011,
  "total_charge": -2,
  "homo_energy_ev": -0.07,
  "total_energy_ev": -52658.5504,
  "symbols": ["O", "H", "H", "C", "N", "C", "C", "O", "O", "H", "C", "H", "P", "C", "C", "N", "C", "C", "C", "C", "N", "C", "H", "C", "C", "H", "C", "H", "H", "C", "H", "H", "C", "H", "H", "H", "O", "C", "C", "C", "H", "H", "H", "H", "Pd", "C", "O", "C", "C", "C", "C", "H"],
  "positions_angstrom": [[2.9228, -3.0608, 0.3796], [0.1893, 2.3388, 0.3519], [-2.9669, 1.1885, 0.5443], [-0.2605, 1.9140, -0.5373], [1.7790, 0.5231, 2.7071], [-4.1511, -2.3106, 1.6239], [-5.0856, -1.3150, 1.3884], [2.7649, 1.8527, -0.7879], [2.8205, 2.2632, -2.9995], [-1.3643, -1.0434, -1.7462], [0.5522, 0.9291, 3.0788], [2.1048, 0.5537, -4.3593], [-0.3994, -0.5597, 0.8940], [1.8058, -2.5214, -2.9808], [-0.3858, 2.6830, -1.6874], [-0.4901, 0.5440, 2.2978], [2.2862, -3.3188, -0.6473], [-0.8839, 2.1200, -2.8545], [2.6839, 1.5404, -1.9866], [2.7219, 1.7454, 4.5502], [2.3340, -0.8797, -1.3350], [-1.2488, 0.7785, -2.8680], [1.2680, -2.8024, -5.2950], [-0.6221, 0.5727, -0.5418], [-3.2925, 0.2044, 0.8717], [-2.0598, -2.8298, 1.6457], [2.1231, -2.1591, -1.6793], [1.3108, 2.7950, 5.7991], [3.7821, 0.5494, 3.1085], [-2.7901, -2.0431, 1.4798], [-1.5982, 0.3168, -3.7841], [1.6132, -3.5709, -3.1659], [-1.1132, 0.0129, -1.7195], [-0.6481, 2.0441, 4.4836], [-1.4027, 0.7667, 2.6643], [-0.0367, 3.7081, -1.6858], [1.7953, -4.4115, -1.0371], [0.3561, 1.7417, 4.2140], [2.8244, 0.9273, 3.4407], [-2.3332, -0.7834, 1.1037], [-0.9381, 2.7091, -3.7621], [-5.3748, 0.7344, 0.8054], [-4.4789, -3.3039, 1.9108], [-6.1455, -1.5228, 1.4856], [1.9898, -0.1747, 0.7744], [1.4478, 2.1529, 4.9359], [1.4490, -1.8567, -5.2679], [2.3419, 0.0528, -2.3070], [-4.6527, -0.0486, 1.0102], [1.7707, -1.5508, -3.9614], [2.0754, -0.2468, -3.6372], [3.6102, 2.0507, 5.0846]],
  "forces_ev_per_angstrom": [[0.08, 0.03, 0.16], [-0.01, 0.00, -0.03], [0.00, -0.01, 0.01], [0.06, 0.05, 0.02], [0.11, 0.46, 0.15], [0.18, -0.06, 0.02], [-0.05, 0.08, -0.01], [0.16, 0.09, 0.13], [0.06, 0.03, 0.07], [-0.01, 0.00, 0.02], [-0.07, -0.14, -0.19], [-0.01, 0.01, -0.02], [0.15, 0.04, 0.08], [0.07, 0.01, 0.03], [-0.03, -0.03, -0.02], [0.01, 0.00, 0.02], [-0.15, -0.20, -0.28], [0.00, -0.05, 0.05], [-0.17, -0.07, -0.14], [0.01, -0.08, -0.06], [0.03, 0.22, -0.24], [0.05, 0.04, 0.03], [0.00, 0.03, 0.01], [-0.09, -0.02, 0.02], [-0.08, 0.12, -0.07], [-0.01, -0.01, -0.01], [-0.09, -0.02, 0.09], [0.01, 0.00, 0.00], [0.02, 0.06, -0.03], [-0.10, -0.03, 0.02], [-0.01, 0.00, -0.01], [-0.03, -0.03, -0.02], [-0.02, -0.02, -0.09], [0.00, 0.01, 0.00], [0.01, 0.03, -0.08], [0.01, -0.01, 0.00], [0.07, 0.20, 0.13], [-0.06, -0.13, -0.07], [-0.01, -0.13, 0.03], [0.09, -0.04, 0.00], [0.00, 0.01, 0.00], [0.00, 0.01, 0.01], [0.00, -0.01, 0.00], [0.00, -0.01, 0.01], [-0.39, -0.37, 0.05], [0.05, 0.11, 0.15], [0.01, -0.06, 0.00], [0.03, -0.01, -0.02], [0.12, -0.05, 0.01], [-0.03, 0.00, -0.08], [0.02, -0.05, 0.14], [0.00, 0.00, 0.02]]
}